Entry 1:
{
  "formula": "C3H10O4",
  "method": "wB97M-V/def2-TZVPD",
  "symbols": ["O", "C", "O", "C", "C", "H", "H", "H", "H", "H", "H", "H", "H", "O", "H", "H", "O"],
  "positions_angstrom": [[-0.15108, 1.11241, 1.17396], [-0.16043, 0.08964, 0.47767], [-1.34710, -0.45672, 0.27620], [1.09003, -0.52319, -0.13029], [1.96439, -1.01355, 1.05563], [-2.01789, 0.27267, 0.29142], [1.51298, 0.17480, -0.85482], [0.76554, -1.43049, -0.63471], [2.95885, -1.24674, 0.69499], [1.53682, -1.93862, 1.44779], [1.93933, -0.23343, 1.80733], [-4.02657, 2.06907, 1.57839], [-2.96508, 2.35327, 0.53686], [-3.56389, 1.67686, 0.82820], [1.73404, -0.79355, -3.76443], [2.74501, -1.76062, -3.18779], [2.46218, -0.84636, -3.14689]],
  "atomic_forces_ev_per_a": [[0.4, 0.5, 0.0], [-0.9, -1.1, -1.0], [1.0, 1.0, -0.5], [-0.4, -0.8, 1.1], [-0.4, 0.4, -0.5], [-0.7, -0.5, 0.7], [0.2, 0.1, 0.2], [-0.5, 0.3, -0.5], [0.2, 0.2, 0.1], [0.0, 0.2, 0.1], [0.7, -0.2, 0.3], [0.0, -0.2, 0.0], [0.2, 0.9, -0.3], [0.3, -0.7, 0.0], [-0.2, 0.1, -0.3], [0.2, -0.2, -0.1], [-0.1, 0.2, 0.5]],
  "homo_lumo_gap_ev": [10.1, 5.2],
  "total_charge": 1,
  "lumo_energy_ha": [-0.1787, -0.3576],
  "spin_multiplicity": 2,
  "de_lowest_kcal_mol": 0.0,
  "s2": 0.76,
  "fmax_ev_per_a": 1.76
}



Entry 2:
{
  "formula": "C2H7NO3P",
  "method": "wB97M-V/def2-TZVPD",
  "symbols": ["C", "C", "N", "O", "O", "O", "P", "H", "H", "H", "H", "H", "H", "H"],
  "positions_angstrom": [[-0.89741, -0.61808, -0.48176], [-1.26583, 0.65517, 0.03205], [2.52838, 1.82715, 0.12816], [1.00627, -1.06828, 1.19627], [3.96366, -0.14153, 0.15885], [-0.96016, 1.75086, -0.25972], [2.60700, 0.18082, -0.37885], [-0.19677, -0.47109, -1.27441], [-0.30637, -1.11717, 0.31860], [-1.76151, -1.21385, -0.72579], [-1.95024, 0.39807, 0.91679], [1.60458, 2.26254, 0.19151], [3.04535, 2.17340, 0.90832], [0.96498, -0.68192, 2.12742]],
  "atomic_forces_ev_per_a": [[0.4, -0.6, -1.6], [-2.3, -2.7, 2.6], [-2.0, 0.1, -0.6], [1.1, 1.1, 1.8], [-0.1, -0.8, -0.4], [0.9, 2.9, -0.8], [0.6, 0.8, 1.7], [0.3, -0.4, -1.0], [0.1, 0.1, 0.5], [-0.5, -0.2, -0.3], [0.0, 1.1, -0.1], [0.1, -0.3, -0.4], [0.8, -0.4, 0.4], [0.3, -0.7, -1.8]],
  "homo_lumo_gap_ev": 8.1,
  "total_charge": -1,
  "lumo_energy_ha": 0.1456,
  "de_lowest_kcal_mol": 74.6,
  "fmax_ev_per_a": 4.43
}



Entry 3:
{
  "formula": "C19H31N3O3S",
  "method": "wB97M-V/def2-TZVPD",
  "symbols": ["C", "C", "C", "S", "O", "O", "N", "C", "C", "C", "C", "C", "O", "N", "C", "C", "C", "N", "C", "C", "C", "C", "C", "C", "C", "C", "H", "H", "H", "H", "H", "H", "H", "H", "H", "H", "H", "H", "H", "H", "H", "H", "H", "H", "H", "H", "H", "H", "H", "H", "H", "H", "H", "H", "H", "H", "H"],
  "positions_angstrom": [[-4.40418, -2.59745, -0.47961], [-3.94457, -1.16488, -0.22882], [-2.87827, -1.09078, 0.84336], [-2.42924, 0.64119, 1.11053], [-3.61678, 1.39111, 1.40275], [-1.35669, 0.67893, 2.07292], [-1.86164, 1.06884, -0.41240], [-2.50347, 2.19033, -1.07060], [-1.95974, 3.54072, -0.60067], [-0.43572, 3.57769, -0.70341], [0.13404, 2.40501, 0.09051], [1.65550, 2.35226, 0.10647], [2.36895, 2.88151, -0.72158], [2.12127, 1.62656, 1.14279], [3.52096, 1.42411, 1.43039], [3.83185, -0.04154, 1.73217], [3.94260, -0.93703, 0.48672], [2.80895, -0.87830, -0.40855], [3.01474, -0.18352, -1.65737], [1.76043, -1.75761, -0.27842], [0.87531, -2.00798, -1.33836], [-0.19607, -2.86525, -1.18841], [-0.42690, -3.51326, 0.01364], [0.44159, -3.28393, 1.06775], [1.51161, -2.42385, 0.93082], [-0.42099, 1.10137, -0.50099], [-3.56736, -3.21161, -0.80221], [-5.16791, -2.62013, -1.25257], [-4.81968, -3.03005, 0.42722], [-3.53983, -0.73940, -1.14866], [-4.78977, -0.54910, 0.08372], [-1.96312, -1.60526, 0.56116], [-3.23128, -1.46404, 1.80154], [-3.56874, 2.11664, -0.85315], [-2.34497, 2.06995, -2.14790], [-2.40414, 4.33624, -1.20055], [-2.25874, 3.68512, 0.43975], [-0.05067, 4.51874, -0.30773], [-0.11744, 3.50008, -1.74510], [-0.22316, 2.46768, 1.12295], [1.45557, 1.22263, 1.78520], [4.08156, 1.78767, 0.56688], [3.80133, 2.03184, 2.30089], [3.05640, -0.41826, 2.40130], [4.78488, -0.09843, 2.26147], [4.10338, -1.97083, 0.81556], [4.83028, -0.63406, -0.07460], [2.09083, 0.28896, -1.98640], [3.37557, -0.85389, -2.44859], [3.74163, 0.61152, -1.51415], [1.02839, -1.54466, -2.29862], [-0.85353, -3.03601, -2.02937], [-1.25829, -4.19281, 0.12562], [0.28302, -3.78043, 2.01420], [2.15709, -2.27436, 1.78024], [-0.04107, 0.23274, 0.03678], [-0.14378, 1.01926, -1.55650]],
  "atomic_forces_ev_per_a": [[0.1, 0.3, 0.0], [-0.2, -0.2, -0.1], [0.1, 0.9, -0.1], [0.0, -0.8, 0.0], [-0.2, 0.1, -0.3], [0.1, -0.1, -0.1], [-0.4, -0.3, 0.9], [-0.5, 0.5, 0.0], [0.1, -0.2, -0.2], [0.0, 0.0, 0.2], [0.1, 0.2, -0.4], [-0.6, 0.0, 0.3], [0.2, 0.2, -0.4], [0.1, -0.2, 0.4], [0.2, -0.1, 0.1], [0.0, 0.1, -0.3], [0.0, 0.0, 0.5], [0.1, 0.0, -0.1], [0.0, -0.1, -0.1], [-0.1, -0.1, 0.0], [0.1, 0.1, -0.1], [-0.1, -0.1, 0.1], [-0.1, -0.2, 0.0], [-0.1, -0.1, 0.0], [0.2, 0.0, 0.1], [0.5, -0.1, 0.4], [0.1, -0.2, 0.0], [-0.1, -0.1, -0.1], [-0.1, -0.1, 0.1], [-0.1, 0.0, 0.0], [0.0, 0.0, -0.1], [0.1, 0.0, 0.0], [0.0, 0.0, 0.2], [0.0, 0.1, -0.2], [0.0, 0.0, 0.0], [-0.1, 0.0, 0.0], [-0.1, 0.1, 0.0], [0.0, 0.0, -0.1], [0.1, 0.0, 0.0], [0.1, 0.0, -0.1], [-0.1, 0.1, -0.1], [0.0, 0.0, 0.1], [0.0, 0.0, -0.2], [0.0, -0.1, 0.1], [0.0, 0.0, 0.1], [0.1, 0.0, -0.1], [0.0, -0.1, 0.0], [0.0, 0.0, -0.1], [0.0, 0.0, -0.1], [0.0, 0.0, 0.0], [0.0, 0.1, -0.1], [0.0, 0.0, -0.1], [-0.1, -0.1, 0.0], [0.0, 0.0, 0.1], [0.1, 0.1, 0.1], [0.2, 0.0, -0.2], [0.0, 0.0, 0.0]],
  "homo_lumo_gap_ev": 8.5,
  "total_charge": 0,
  "lumo_energy_ha": 0.0279,
  "de_lowest_kcal_mol": 3.8,
  "fmax_ev_per_a": 0.97,
  "smiles": "CCCS(=O)(=O)N1CCC[C@H](C(=O)NCCCN(C)c2ccccc2)C1"
}